No. 1
{
  "formula": "C33H45N4O7SSe4SiY",
  "method": "ωB97M-V/def2-TZVPD",
  "charge": -2,
  "orbital_gap_ha": 0.19607,
  "spin_multiplicity": 1,
  "homo_ev": -1.50,
  "species": ["Y", "O", "S", "O", "N", "C", "C", "C", "C", "C", "C", "C", "C", "N", "C", "C", "C", "C", "C", "C", "C", "H", "H", "H", "H", "H", "H", "H", "H", "H", "H", "H", "Se", "Se", "Se", "Se", "C", "C", "N", "C", "C", "N", "C", "O", "O", "C", "O", "O", "H", "H", "H", "H", "H", "O", "H", "H", "C", "C", "C", "C", "Si", "C", "C", "C", "C", "C", "C", "C", "C", "H", "H", "H", "H", "H", "H", "H", "H", "H", "H", "H", "H", "H", "H", "H", "H", "H", "H", "H", "H", "H", "H", "H", "H", "H", "H", "H"],
  "coordinates": [[0.45491, 1.17755, 0.07847], [-2.86035, 1.72211, 2.73799], [-2.26812, 2.27284, 1.52696], [-0.94371, 2.85322, 1.63215], [-2.05992, 1.22578, 0.36719], [-2.97165, 0.24267, 0.06121], [-4.32512, 0.22916, 0.33653], [-5.14840, -0.81964, -0.12640], [-4.64495, -1.85619, -0.85871], [-3.25302, -1.89703, -1.13099], [-2.65168, -2.92330, -1.89800], [-1.30988, -2.89554, -2.12035], [-0.54822, -1.85067, -1.55165], [-1.06378, -0.88280, -0.84139], [-2.41420, -0.87983, -0.64312], [-3.39973, 3.54295, 1.02992], [-4.59644, 3.71432, 1.71386], [-5.46703, 4.71675, 1.30940], [-5.13408, 5.53724, 0.23826], [-3.92706, 5.36222, -0.42706], [-3.04705, 4.36509, -0.03283], [-4.77519, 1.04047, 0.89132], [-6.20827, -0.78109, 0.09912], [-5.28102, -2.65101, -1.23089], [-3.27520, -3.71423, -2.30076], [-0.81028, -3.65407, -2.70793], [0.52469, -1.82877, -1.69225], [-4.82658, 3.07082, 2.55363], [-6.40267, 4.86088, 1.83660], [-5.81526, 6.32138, -0.07244], [-3.65449, 6.00821, -1.25319], [-2.09264, 4.21319, -0.54109], [2.34805, 3.17545, 1.08836], [1.18637, 5.20983, 1.03996], [0.90342, 5.46805, -1.25663], [-0.14331, 3.44549, -1.83368], [-3.70999, 1.22101, -3.58876], [-2.31905, 0.85841, -3.97147], [-1.31879, 0.80123, -3.13007], [-0.21464, 0.44413, -3.84649], [-0.56533, 0.26358, -5.16454], [-1.91055, 0.53509, -5.22100], [0.11440, -0.13339, -6.41743], [1.38522, -0.43250, -6.33657], [-0.51613, -0.17632, -7.46003], [1.13833, 0.28673, -3.20099], [2.07568, -0.08092, -3.93631], [1.25143, 0.48263, -1.95671], [-3.66158, 1.76307, -2.64598], [-4.33288, 0.33228, -3.44722], [-4.18074, 1.86281, -4.33663], [-2.43438, 0.51054, -6.07931], [1.70852, -0.33442, -5.35981], [-1.20530, -0.61425, 2.68165], [-1.85034, -1.12307, 2.17905], [-1.72588, 0.13551, 3.01220], [0.83574, -2.89016, 3.06471], [1.71899, -2.79235, 1.80666], [0.76518, -3.15947, 0.66332], [2.74661, -3.93128, 1.89195], [2.40913, -0.93028, 1.46905], [3.15393, -0.32052, 3.21186], [3.88023, -1.36359, 4.07683], [4.16267, 0.82444, 3.05710], [1.98625, 0.25623, 4.03107], [3.95601, -1.08121, 0.23569], [5.28731, -1.61138, 0.79134], [4.24109, 0.32684, -0.31137], [3.59974, -1.93239, -0.99306], [0.28764, -3.84704, 3.03073], [0.09778, -2.08784, 3.12171], [1.40304, -2.89069, 3.99223], [0.41012, -4.19530, 0.78965], [1.22976, -3.08674, -0.32149], [-0.11210, -2.50785, 0.66948], [2.21521, -4.87185, 2.11604], [3.48574, -3.78464, 2.67790], [3.28166, -4.08722, 0.95587], [4.72604, -1.81770, 3.55695], [3.24017, -2.16419, 4.43192], [4.28467, -0.86123, 4.97064], [5.10746, 0.50015, 2.61334], [4.39508, 1.22575, 4.05647], [3.77790, 1.65717, 2.47183], [1.18276, -0.46196, 4.20465], [1.55225, 1.12511, 3.52640], [2.35531, 0.59625, 5.01222], [5.68417, -0.98461, 1.59316], [6.03937, -1.60943, -0.01473], [5.22546, -2.62964, 1.16951], [4.47964, 1.05562, 0.46352], [3.40371, 0.71971, -0.89173], [5.09827, 0.28505, -1.00291], [3.47202, -2.99139, -0.75832], [4.41080, -1.85815, -1.73401], [2.69705, -1.56585, -1.49128]]
}

=====

No. 2
{
  "formula": "C33H45N6O2SSbSeTc",
  "method": "ωB97M-V/def2-TZVPD",
  "charge": 2,
  "e_above_lowest_ev": 1.108,
  "orbital_gap_ha": [0.21987, 0.24609],
  "s2": 3.771,
  "spin_multiplicity": 4,
  "homo_ev": [-11.73, -12.45],
  "species": ["Tc", "C", "C", "C", "C", "C", "H", "H", "H", "H", "H", "N", "C", "C", "C", "C", "C", "C", "S", "O", "O", "N", "C", "N", "C", "C", "C", "N", "H", "H", "H", "H", "H", "H", "H", "H", "H", "C", "C", "C", "C", "N", "C", "Se", "N", "C", "C", "C", "C", "C", "C", "C", "C", "C", "C", "H", "H", "H", "H", "H", "H", "H", "H", "H", "H", "H", "H", "H", "H", "H", "H", "H", "H", "H", "H", "H", "H", "C", "Sb", "C", "C", "H", "H", "H", "H", "H", "H", "H", "H", "H"],
  "coordinates": [[0.71742, 2.35856, -1.86311], [3.07473, 2.77918, -1.55512], [2.30399, 3.90066, -1.17178], [1.61559, 4.38400, -2.33376], [1.91254, 3.50902, -3.41063], [2.78402, 2.49424, -2.90750], [3.75406, 2.22102, -0.93157], [2.30848, 4.37501, -0.20277], [1.01826, 5.28053, -2.38379], [1.59046, 3.61062, -4.43382], [3.20437, 1.69124, -3.49212], [-0.58432, 4.16075, 7.08693], [-0.53469, 3.33812, 6.02610], [0.00060, 3.78238, 4.79580], [0.04989, 2.94223, 3.71513], [-0.43019, 1.63158, 3.83370], [-0.97755, 1.17618, 5.04152], [-1.02524, 2.01611, 6.12076], [-0.37226, 0.56875, 2.50351], [1.18135, -0.09748, 2.64269], [-1.25161, -0.54409, 2.64665], [-0.12965, 1.26127, 1.15133], [-1.17135, 2.03411, 0.66543], [-0.99101, 2.59170, -0.53992], [-2.01836, 3.31068, -1.03039], [-3.19385, 3.48708, -0.34018], [-3.27344, 2.87637, 0.90322], [-2.27610, 2.15658, 1.39767], [-0.25628, 5.10835, 7.02907], [-0.97891, 3.86011, 7.96059], [0.36294, 4.79836, 4.70895], [0.44789, 3.29592, 2.77227], [-1.37516, 0.17280, 5.11374], [-1.45257, 1.67261, 7.05367], [-1.86788, 3.73713, -2.01458], [-4.00698, 4.06524, -0.75094], [-4.16074, 2.95758, 1.51998], [-0.43768, -3.94681, -3.87731], [1.07467, -3.90702, -4.09129], [1.67744, -2.50014, -4.13413], [1.99740, -1.87323, -2.78213], [0.86150, -1.84055, -1.85538], [-0.16944, -0.97902, -1.91400], [-0.29676, 0.45215, -3.14076], [-1.07625, -1.32896, -0.98535], [-2.39425, -0.73142, -0.75866], [-3.51485, -1.59011, -1.33771], [-3.58360, -1.56302, -2.86307], [-4.10261, -0.23985, -3.41316], [-0.60845, -2.44062, -0.29249], [-1.16729, -3.18339, 0.74187], [-0.43564, -4.26443, 1.19652], [0.81073, -4.59249, 0.64226], [1.36433, -3.85259, -0.38730], [0.62574, -2.76601, -0.84583], [-0.82050, -4.95534, -4.03136], [-0.94157, -3.29240, -4.59214], [-0.73929, -3.64396, -2.87255], [1.29252, -4.38832, -5.04564], [1.58439, -4.51229, -3.33429], [1.01620, -1.83294, -4.69204], [2.62420, -2.52181, -4.67910], [2.34038, -0.84574, -2.90990], [2.78562, -2.43200, -2.27642], [-2.37752, 0.25458, -1.22154], [-2.50514, -0.61106, 0.32056], [-4.45797, -1.22533, -0.92159], [-3.39661, -2.61607, -0.98038], [-4.23494, -2.37319, -3.19466], [-2.59610, -1.78358, -3.28210], [-5.10479, -0.03009, -3.03420], [-4.15821, -0.26401, -4.50091], [-3.45240, 0.59603, -3.14451], [-2.12818, -2.93286, 1.16907], [-0.83792, -4.88079, 1.98904], [1.34319, -5.45608, 1.01705], [2.31401, -4.12827, -0.82482], [4.20224, 0.07605, 3.07056], [2.84503, 1.08811, 1.78214], [1.28171, -1.55868, 2.79201], [3.01318, -0.25904, 0.15469], [4.35621, -0.96391, 2.79154], [3.85502, 0.15086, 4.10119], [5.15806, 0.60067, 3.00897], [2.24259, -1.73852, 3.26190], [1.20863, -2.02353, 1.81286], [0.47430, -1.89204, 3.43399], [2.96926, -1.29575, 0.48568], [3.98776, -0.08634, -0.30857], [2.23321, -0.03932, -0.57336]]
}